C3H9N as an isolated structure in a non-equilibrium geometry. Source: the OMol25 dataset; level of theory: ωB97M-V with the def2-TZVPD basis set.

Values from the calculation:
strongest force on any atom	2.643	eV/Å
charge	0
LUMO	-0.810	eV
E	-174.153485	a.u.
molecular weight	59.112	g/mol
HOMO	-6.854	eV
energy above the lowest of the compared OMol25 structures with the same formula, charge and spin	8.151	eV
gap between HOMO and LUMO	6.04	eV

Structure (XYZ):
```
13
Properties=species:S:1:pos:R:3:forces:R:3
C -2.158443 -0.820889 0.907238 0.961 -0.903 1.868
H -0.045973 -1.465399 0.809363 0.012 -0.110 0.384
H 0.501344 0.308914 -2.641115 -0.246 0.255 0.345
C -0.054335 0.098259 -1.685450 1.521 0.827 -1.417
H -3.143535 -0.706942 0.467622 0.410 -0.588 -0.465
H -1.347861 -2.128511 -0.391465 1.391 0.863 -1.596
H -2.131972 -0.968965 1.999385 -0.046 1.410 -0.316
H -1.330103 -0.066062 0.308105 0.272 1.196 0.127
H 5.459179 3.238712 1.113520 -0.030 -0.048 -0.015
N 0.239399 0.673171 -0.606099 -1.532 -2.094 0.501
H 5.779317 3.884893 1.278456 0.028 0.048 0.014
C -0.979912 -1.367203 0.296971 -2.234 -0.579 0.920
H -0.787106 -0.679978 -1.856531 -0.506 -0.276 -0.350
```
Positions in Å, forces in eV/Å.